Record 1
Here is a molecular structure, C8H20F30K3O4P5 at a distorted geometry from OMol25. Energies are from ωB97M-V/def2-TZVPD.

```
70
Properties=species:S:1:pos:R:3:forces:R:3
K 1.858736 4.977164 3.596276 0.3 -0.9 -0.2
K 1.859466 0.872114 1.080076 0.8 -1.0 0.2
K 0.976586 2.837544 -3.304984 0.3 -0.8 0.4
P 2.791306 1.530794 4.888246 4.7 -2.9 2.6
F 2.133886 0.575604 6.029396 -0.1 0.7 -1.1
F 3.983016 1.915694 6.000566 -0.8 0.6 0.1
F 3.904716 0.445894 4.363826 -1.7 0.5 0.2
F 3.351206 2.603504 3.921076 2.6 1.9 -3.5
F 1.762386 1.111124 3.788266 -1.7 -0.5 -0.5
F 1.985086 2.825814 5.357826 -3.3 1.0 2.2
P 1.370656 -0.778406 -2.295104 3.2 -3.1 -1.0
F 0.434596 -0.285956 -3.597614 0.2 0.4 1.2
F 2.265836 0.614074 -2.399854 -1.1 -0.2 -0.6
F 0.387736 -0.031646 -1.229004 0.1 -0.5 -0.6
F 2.447246 -1.260166 -1.105334 -2.2 0.7 -1.5
F 0.563126 -2.216366 -2.249344 0.4 2.0 0.4
F 2.395676 -1.518796 -3.493284 -1.2 1.3 1.6
P 2.792056 -2.771046 2.975816 2.8 1.0 -1.8
F 2.404056 -1.711596 4.099506 -1.1 0.0 0.1
F 1.222166 -3.090846 2.644256 1.1 -0.2 0.4
F 2.858066 -1.600136 1.791736 -2.6 0.4 -0.3
F 3.371856 -3.787026 1.786476 -1.4 -0.5 1.4
F 4.314626 -2.248186 3.097316 1.3 -1.4 1.9
F 2.927856 -3.922146 4.171086 -0.3 0.5 -1.5
P 5.462526 1.645514 0.126886 -2.0 -3.1 0.2
F 5.327066 0.035834 0.311256 1.0 0.5 0.1
F 6.374576 1.481174 -1.194024 1.2 -0.1 0.4
F 4.197206 1.518134 -0.887674 -0.8 0.7 -0.5
F 5.497646 3.202274 -0.057054 -0.1 1.7 0.2
F 4.284196 1.764884 1.331396 1.1 0.8 -0.1
F 6.680766 1.709564 1.175226 -0.3 0.0 -0.4
P 0.772056 4.053014 0.008786 -1.1 0.6 2.8
F 1.973116 5.090744 -0.240924 0.8 -1.3 -2.0
F 1.438226 3.536204 1.388476 1.2 0.3 1.4
F 0.237806 5.328744 0.857806 -2.1 0.4 0.2
F -0.513584 3.174874 0.502946 -0.2 0.2 -1.0
F -0.087894 4.431114 -1.370694 1.4 -0.1 0.7
F 1.473096 2.775884 -0.607914 -0.1 0.5 -2.2
C -3.375974 0.685154 -0.397484 0.1 2.2 0.8
O -4.133304 1.060414 -1.520954 -2.3 0.3 -1.8
C -4.739884 2.401714 -1.576144 0.7 -1.7 2.0
C -5.540154 2.647024 -2.817604 0.7 -0.5 -0.3
O -5.869234 4.020004 -2.790514 1.2 -0.7 1.8
C -6.225194 4.569934 -3.979524 -0.8 0.5 -0.9
H -3.775644 1.123814 0.516816 -0.3 0.5 0.2
H -2.437914 1.203214 -0.596864 0.7 -0.9 0.7
H -3.362634 -0.362316 -0.096254 0.3 -0.2 -1.3
H -3.965254 3.162864 -1.482874 0.1 0.1 -0.1
H -5.421764 2.501884 -0.731684 0.1 0.1 0.4
H -6.412754 2.000034 -2.907554 -0.3 0.0 0.2
H -4.864794 2.349274 -3.619684 0.0 0.4 -0.7
H -5.597994 4.197164 -4.789314 -0.2 -0.1 -0.4
H -6.124244 5.654454 -3.937864 0.2 0.1 0.1
H -7.290304 4.368464 -4.093724 -0.2 -0.1 -0.9
C -0.024914 -6.343486 -2.639994 -0.5 0.0 0.0
O -0.153454 -5.661376 -1.428034 -1.1 -0.4 0.6
C -1.494664 -5.269436 -1.092154 1.2 0.3 1.1
C -1.503184 -4.863456 0.378256 -0.5 3.2 0.8
O -0.992564 -3.476076 0.543206 -0.9 -0.5 0.2
C -1.510664 -2.732936 1.691446 1.0 -1.6 -0.7
H -0.625594 -7.253016 -2.634304 -0.4 -0.2 -0.1
H 1.000166 -6.680356 -2.794364 0.1 0.5 0.1
H -0.368454 -5.683006 -3.436144 0.2 -0.1 -0.5
H -2.362904 -5.925406 -1.155134 0.6 -1.7 -0.3
H -1.880834 -4.504536 -1.765874 0.6 0.9 0.2
H -1.082844 -5.449776 1.195346 0.9 -0.7 -0.8
H -2.550174 -4.894336 0.679836 -0.6 0.5 -0.1
H -2.569374 -2.511686 1.556256 -0.2 0.1 0.0
H -0.898144 -1.849256 1.870406 -0.1 0.1 -0.6
H -1.324094 -3.319946 2.590736 -0.4 -0.2 0.2
```
Forces are in eV/Å.

## Properties
highest occupied orbital energy	-4.94	eV
lowest unoccupied orbital energy	2.4	eV
total energy	-193787.4812	eV
Kohn-Sham gap	7.32	eV
total charge	-2

=====

Record 2
Here is a molecular structure, C8H20F3NO5PS at a distorted geometry from OMol25. Energies are from ωB97M-V/def2-TZVPD.

```
39
Properties=species:S:1:pos:R:3:forces:R:3
C -0.071081 -2.445100 2.871549 -0.9 -0.3 0.4
P 0.760496 -0.903399 2.109409 1.6 -0.3 0.8
O 0.131394 -0.780984 0.480262 -0.8 -2.1 0.9
O 0.262486 0.436016 3.108827 -2.2 -1.7 -1.6
S -1.254386 1.060563 2.620758 -0.9 5.2 2.6
O -1.428627 2.367274 3.473990 0.6 -5.5 -2.8
O -2.531646 -0.052463 2.973024 0.7 0.5 -1.0
C -3.246724 -0.201248 1.672510 0.5 -0.1 -1.6
C -3.942241 -1.670140 1.457815 -0.4 0.6 -0.1
C -5.138090 -2.036501 2.517859 -0.7 -1.5 0.1
F -5.226000 -1.147492 3.699404 0.0 -3.2 -4.2
F -6.443588 -2.094532 1.766066 4.0 0.5 2.9
F -4.897650 -3.459544 2.964638 -1.0 4.6 -0.9
H 0.650120 -2.839488 3.731699 -1.5 0.9 -2.0
H -0.178784 -3.260967 2.034279 0.3 1.4 1.6
H -1.122091 -2.218092 3.340524 2.0 -0.5 -0.9
H -0.205018 -1.712368 0.247703 0.4 2.0 0.6
H -2.393746 -0.113950 0.842038 -2.0 -0.3 1.4
H -3.959036 0.716062 1.484870 1.1 -2.0 0.7
H -3.139135 -2.524784 1.456908 -1.7 1.7 0.4
H -4.442079 -1.672747 0.376595 1.0 0.1 2.5
C 2.633911 1.445978 -0.898129 -0.1 -0.1 0.5
C 3.069033 0.496819 -2.004952 0.5 0.8 0.5
C 3.667853 1.213784 -3.225356 -0.6 -0.6 -0.8
O 2.624544 1.825355 -3.994424 0.8 -0.2 0.5
C 2.397989 3.198862 -3.679908 -0.5 0.3 -0.1
N 1.859551 -0.248857 -2.476282 -0.4 -0.4 -0.8
H 1.729676 2.004904 -1.155390 0.1 0.0 -0.1
H 2.414767 0.888071 0.018590 0.0 0.1 -0.1
H 3.427058 2.165789 -0.665447 -0.2 -0.2 -0.1
H 3.772262 -0.241732 -1.607002 -0.1 0.1 -0.1
H 4.121686 0.458358 -3.878652 0.0 0.1 0.0
H 4.460408 1.917859 -2.954184 -0.2 -0.1 0.2
H 3.287424 3.691994 -3.277218 -0.1 -0.2 -0.1
H 1.575611 3.270731 -2.964812 0.1 0.2 0.1
H 2.092480 3.713124 -4.594881 0.1 -0.2 0.1
H 1.259207 -0.586467 -1.717141 0.2 0.1 0.2
H 2.113611 -1.047968 -3.074867 -0.1 0.2 0.3
H 1.308353 0.387283 -3.080677 0.3 0.0 0.2
```
Forces are in eV/Å.

## Properties
highest occupied orbital energy	-12.11	eV
lowest unoccupied orbital energy	-3.6	eV
total energy	-48613.7144	eV
Kohn-Sham gap	8.54	eV
total charge	+1

=====

Q: Number 1 is which compound?
A: C8H20F30K3O4P5

=====

Q: Kohn-Sham gap of number 2 (C8H20F3NO5PS)?
A: 8.54 eV

=====

Q: Which of these has the lowest Kohn-Sham gap?
A: C8H20F30K3O4P5